The following is a quantum chemistry calculation of one molecule with the formula C5H4N2, from OMol25.

Bonds (Å) are listed after each position.
Element x y z (Å)
1 C 1.89775 -1.23515 -0.49035  C2 1.297, H8 1.083, H9 1.085
2 C 1.03518 -0.37449 -0.04524  C1 1.297, C3 1.315
3 C -0.04839 0.31579 0.23349  C2 1.315, C4 1.462, C7 1.461
4 C -1.17048 -0.12788 1.05861  C3 1.462, N5 1.287, H10 1.084
5 N -2.21734 0.58031 0.81709  C4 1.287, N6 1.423
6 N -1.88759 1.57272 -0.14782  N5 1.423, C7 1.288
7 C -0.65090 1.43914 -0.48100  C3 1.461, N6 1.288, H11 1.084
8 H 2.93719 -1.36795 -0.21674  C1 1.083
9 H 1.45434 -1.89068 -1.23235  C1 1.085
10 H -1.17401 -0.97880 1.73065  C4 1.084
11 H -0.17575 2.06699 -1.22633  C7 1.084

Structure (SMILES) = C=C=C1C=NN=C1
ΔE to the lowest compared entry with this formula, charge and spin = 2.847 eV
LUMO level = -0.02230 Ha
F_max = 0.37 eV/Å
HOMO-LUMO gap = 9.3 eV